No. 1
Density functional theory data (wB97M-V/def2-TZVPD) for C34H42BrClLaN3O3PSSi as an isolated structure.

Summary:
**Frontier orbital gap**: 8.0 eV
**LUMO energy**: -1.88 eV
**Energy relative to the best compared isomer or geometry (same formula, charge and spin)**: 1.0 kcal per mole
**Total charge**: +1

```
88
Properties=species:S:1:pos:R:3:lowdin_charge:R:1
La 0.286 -0.202 -0.107 1.481
C 5.695 0.539 -1.379 -0.018
N 4.567 -0.382 -1.453 -0.124
C 4.818 -1.795 -1.199 -0.007
C 3.331 0.057 -1.625 -0.521
O 2.333 -0.689 -1.636 -0.188
C 3.115 1.557 -1.799 -0.132
O 1.734 1.808 -1.938 -0.183
C 1.245 1.555 -3.238 -0.104
C -0.214 1.156 -3.118 -0.413
O -0.700 1.018 -1.979 -0.213
N -0.908 0.944 -4.222 -0.109
C -2.291 0.478 -4.145 0.004
C -0.326 1.161 -5.544 -0.011
H 6.580 -0.032 -1.111 0.098
H 5.536 1.289 -0.603 0.097
H 5.886 1.027 -2.335 0.099
H 5.354 -1.896 -0.256 0.100
H 5.417 -2.219 -2.006 0.102
H 3.869 -2.317 -1.135 0.090
H 3.684 1.947 -2.649 0.144
H 3.444 2.072 -0.895 0.116
H 1.782 0.725 -3.709 0.144
H 1.354 2.443 -3.871 0.148
H -2.497 0.145 -3.133 0.080
H -2.413 -0.358 -4.831 0.101
H -2.973 1.282 -4.424 0.105
H 0.594 0.591 -5.668 0.100
H -0.136 2.218 -5.728 0.102
H -1.037 0.809 -6.285 0.098
C -2.409 -7.174 -0.800 -0.186
Si -1.671 -5.606 -1.498 0.488
C -2.747 -5.003 -2.889 -0.182
C 0.061 -5.945 -2.078 -0.182
C -1.632 -4.347 -0.079 -0.235
C -2.105 -4.702 1.177 -0.063
C -2.075 -3.823 2.262 -0.051
C -1.542 -2.575 2.050 -0.142
N -1.083 -2.202 0.850 -0.164
C -1.119 -3.041 -0.201 -0.749
S -0.481 -2.394 -1.717 0.509
H -2.468 -7.922 -1.594 0.037
H -3.421 -7.024 -0.421 0.036
H -1.804 -7.602 0.000 0.037
H -2.936 -5.829 -3.579 0.035
H -2.284 -4.187 -3.440 0.006
H -3.711 -4.657 -2.512 0.036
H 0.059 -6.711 -2.855 0.036
H 0.669 -6.313 -1.249 0.037
H 0.530 -5.047 -2.479 0.000
H -2.519 -5.689 1.332 0.094
H -2.445 -4.104 3.237 0.107
H -1.467 -1.841 2.846 0.101
Cl -2.713 0.655 0.467 0.680
C -2.913 2.198 1.308 -0.610
C -4.176 2.763 1.226 -0.098
C -4.406 3.952 1.899 -0.058
C -3.389 4.547 2.636 -0.057
C -2.140 3.954 2.695 -0.058
C -1.870 2.759 2.027 -0.386
P -0.232 1.945 2.095 0.937
C 0.900 3.363 2.111 -0.400
C 1.363 3.982 3.267 -0.088
C 2.206 5.083 3.185 -0.063
C 2.582 5.579 1.946 -0.070
C 2.117 4.970 0.787 -0.072
C 1.286 3.864 0.870 -0.110
C -0.257 1.186 3.753 -0.370
C -1.477 0.750 4.274 -0.102
C -1.526 0.054 5.472 -0.077
C -0.355 -0.215 6.167 -0.072
C 0.861 0.212 5.655 -0.064
C 0.914 0.900 4.453 -0.133
H -4.952 2.279 0.654 0.108
H -5.383 4.413 1.846 0.114
H -3.571 5.473 3.163 0.112
H -1.353 4.431 3.266 0.110
H 1.069 3.610 4.240 0.106
H 2.562 5.553 4.091 0.110
H 3.236 6.438 1.883 0.108
H 2.402 5.357 -0.182 0.106
H 0.943 3.395 -0.048 0.091
H -2.404 0.964 3.754 0.102
H -2.480 -0.269 5.867 0.109
H -0.388 -0.754 7.104 0.108
H 1.778 0.002 6.189 0.111
H 1.874 1.195 4.050 0.055
Br 2.656 0.222 1.476 0.029
```


No. 2
Density functional theory data (wB97M-V/def2-TZVPD) for C34H42MnN5O8P3S as an isolated structure.

Summary:
**Frontier orbital gap (alpha / beta)**: 7.4 / 8.9 eV
**LUMO energy (alpha / beta)**: -3.55 / -2.07 eV
**Total charge**: +1
**2S+1**: 5

```
94
Properties=species:S:1:pos:R:3:lowdin_spin:R:1
Mn 0.011 0.537 0.091 3.811
O 0.522 3.176 2.961 -0.001
S 0.926 1.866 2.450 0.003
O 0.948 1.958 0.823 -0.021
O 1.369 -0.584 0.974 0.033
C 2.715 1.784 2.670 -0.003
C 3.277 2.766 3.468 0.000
C 4.638 2.743 3.742 0.000
C 5.435 1.740 3.216 0.001
C 4.871 0.758 2.417 0.000
C 3.503 0.749 2.150 0.002
P 2.894 -0.508 1.009 0.009
C 3.457 -2.130 1.505 0.000
C 3.203 -3.172 0.608 0.000
C 3.531 -4.471 0.951 0.000
C 4.106 -4.740 2.188 0.000
C 4.341 -3.711 3.087 0.000
C 4.014 -2.405 2.749 0.000
C 3.713 -0.083 -0.532 0.001
C 3.387 1.096 -1.202 0.001
C 4.087 1.469 -2.335 0.000
C 5.132 0.681 -2.801 0.000
C 5.483 -0.476 -2.124 0.000
C 4.778 -0.858 -0.991 0.000
H 2.640 3.552 3.852 0.000
H 5.075 3.514 4.362 0.000
H 6.498 1.725 3.417 0.000
H 5.512 -0.002 1.984 0.000
H 2.749 -2.964 -0.355 0.000
H 3.340 -5.277 0.254 0.000
H 4.366 -5.756 2.451 0.000
H 4.779 -3.924 4.053 0.000
H 4.188 -1.609 3.461 0.000
H 2.607 1.748 -0.828 0.000
H 3.823 2.384 -2.850 0.000
H 5.681 0.976 -3.686 0.000
H 6.305 -1.086 -2.474 0.000
H 5.060 -1.767 -0.477 0.000
C -3.865 0.196 -2.183 0.000
N -3.370 -1.144 -1.809 0.002
C -2.777 -1.906 -2.919 0.000
P -2.650 -1.319 -0.360 0.005
O -1.193 -0.991 -0.257 0.021
O -3.516 -0.317 0.550 0.001
P -3.031 0.911 1.505 0.008
O -1.553 1.052 1.381 0.051
N -3.849 2.206 1.007 0.001
C -5.254 2.166 0.627 0.000
C -3.199 3.521 0.914 0.000
N -3.504 0.461 2.993 0.003
C -2.708 -0.568 3.665 0.000
C -4.209 1.357 3.907 0.000
N -2.863 -2.859 0.100 0.000
C -4.207 -3.438 0.120 0.000
C -1.929 -3.493 1.035 0.000
H -3.972 0.224 -3.266 0.000
H -3.186 1.002 -1.896 0.000
H -4.841 0.375 -1.737 0.000
H -3.529 -2.032 -3.697 0.000
H -2.470 -2.891 -2.573 0.000
H -1.908 -1.393 -3.340 0.000
H -5.657 1.160 0.733 0.000
H -5.372 2.482 -0.412 0.000
H -5.836 2.840 1.259 0.000
H -2.194 3.478 1.327 0.000
H -3.783 4.248 1.483 0.000
H -3.134 3.832 -0.127 0.000
H -2.227 -1.220 2.936 0.000
H -3.356 -1.174 4.298 0.000
H -1.927 -0.111 4.277 0.000
H -4.732 2.134 3.357 0.000
H -3.510 1.830 4.601 0.000
H -4.941 0.785 4.479 0.000
H -4.849 -2.930 -0.595 0.000
H -4.648 -3.360 1.117 0.000
H -4.145 -4.492 -0.154 0.000
H -0.949 -3.029 0.964 0.000
H -1.837 -4.548 0.776 0.000
H -2.298 -3.422 2.062 0.000
O -1.708 3.084 -2.065 0.007
C -0.973 2.224 -2.485 0.007
N -0.297 1.277 -1.724 0.013
C 0.353 0.384 -2.549 0.009
O 0.978 -0.566 -2.107 0.028
C 0.132 0.790 -3.965 0.000
C 0.581 0.253 -5.153 0.001
C 0.187 0.895 -6.325 0.001
C -0.623 2.028 -6.289 0.001
C -1.069 2.559 -5.080 0.000
C -0.671 1.917 -3.927 0.002
H 1.212 -0.626 -5.171 0.000
H 0.517 0.512 -7.282 0.000
H -0.907 2.504 -7.218 0.000
H -1.695 3.441 -5.042 0.000
```


No. 3
Density functional theory data (wB97M-V/def2-TZVPD) for C34H42N2O3 as an isolated structure.

Summary:
**Frontier orbital gap**: 5.7 eV
**LUMO energy**: 0.03 eV
**Energy relative to the best compared isomer or geometry (same formula, charge and spin)**: 114.3 kcal per mole

```
81
Properties=species:S:1:pos:R:3:lowdin_charge:R:1
C 4.186 0.800 -2.885 -0.055
C 3.811 0.303 -1.490 -0.554
C 3.746 -1.239 -1.521 -0.084
C 4.927 0.703 -0.527 -0.059
C 2.462 0.921 -1.069 -0.082
C 1.405 0.070 -0.785 -0.010
C 0.104 0.516 -0.444 -0.176
C -0.985 -0.468 -0.157 -0.079
C -2.350 0.145 -0.414 -0.206
C -2.634 0.913 -1.585 -0.050
C -3.930 1.315 -1.894 -0.032
C -4.981 1.083 -1.010 -0.284
C -6.372 1.465 -1.365 -0.059
C -4.691 0.453 0.208 -0.025
C -3.397 -0.029 0.494 -0.012
C -0.089 1.934 -0.550 -0.025
C 0.880 2.856 -0.917 -0.059
C 0.587 4.374 -1.261 -0.526
C 1.322 5.345 -0.300 -0.062
C -0.916 4.673 -1.160 -0.087
C 1.056 4.724 -2.699 -0.056
C 2.288 2.383 -0.938 -0.319
O 3.284 3.142 -0.896 -0.033
H 4.392 1.871 -2.843 0.081
H 5.084 0.273 -3.225 0.078
H 3.381 0.615 -3.605 0.087
H 3.632 -1.654 -0.500 0.080
H 2.916 -1.597 -2.161 0.082
H 4.687 -1.628 -1.948 0.082
H 4.714 0.315 0.473 0.084
H 5.894 0.307 -0.853 0.080
H 4.988 1.789 -0.486 0.069
H 1.555 -1.009 -0.770 0.088
H -1.111 -1.096 0.983 0.172
H -1.844 1.143 -2.325 0.135
H -4.092 1.824 -2.826 0.113
H -7.099 0.991 -0.720 0.072
H -6.566 2.536 -1.339 0.085
H -6.581 1.139 -2.379 0.080
H -5.458 0.339 0.975 0.108
H -3.196 -0.571 1.412 0.076
H -1.040 2.368 -0.268 0.093
H 2.401 5.156 -0.353 0.068
H 1.112 6.399 -0.569 0.082
H 0.968 5.170 0.726 0.082
H -1.511 3.995 -1.796 0.075
H -1.260 4.604 -0.114 0.085
H -1.120 5.698 -1.515 0.082
H 0.581 4.058 -3.436 0.081
H 0.745 5.759 -2.943 0.080
H 2.149 4.647 -2.768 0.080
C -3.130 -1.829 3.682 -0.019
O -1.993 -1.880 2.780 -0.128
C -0.724 -2.109 3.232 -0.185
C 0.208 -2.656 2.303 -0.035
N -0.187 -2.904 0.939 0.057
C -0.816 -1.971 0.076 -0.135
N -1.440 -2.802 -0.837 -0.066
C -2.342 -2.427 -1.904 -0.005
C -1.012 -4.106 -0.720 -0.033
C -0.300 -4.183 0.414 -0.018
C 1.414 -3.190 2.792 -0.201
O 2.132 -3.947 1.912 -0.102
C 3.269 -4.766 2.341 -0.025
C 1.797 -2.936 4.138 -0.009
C 0.918 -2.266 4.995 -0.074
C -0.345 -1.895 4.573 -0.023
H -3.959 -1.508 3.057 0.081
H -3.307 -2.814 4.102 0.102
H -2.973 -1.100 4.476 0.088
H -3.420 -2.490 -1.568 0.119
H -2.083 -1.354 -2.231 0.111
H -2.170 -3.093 -2.793 0.106
H -1.281 -4.864 -1.436 0.125
H 0.081 -4.991 1.006 0.129
H 3.669 -5.148 1.409 0.090
H 4.039 -4.173 2.863 0.093
H 2.953 -5.606 2.976 0.099
H 2.759 -3.313 4.461 0.101
H 1.270 -2.051 6.022 0.122
H -1.062 -1.448 5.279 0.113
```


No. 4
Density functional theory data (wB97M-V/def2-TZVPD) for C34H42N2OSi2Y as an isolated structure.

Summary:
**Frontier orbital gap**: 7.7 eV
**LUMO energy**: -2.64 eV
**Total charge**: +1

```
82
Properties=species:S:1:pos:R:3:lowdin_charge:R:1
Y 0.540 -0.174 0.321 1.602
C 3.554 -0.012 -0.554 -0.176
Si 3.275 -1.881 -0.531 0.358
C 4.023 -2.554 -2.082 -0.162
C 4.111 -2.607 0.962 -0.160
N 1.543 -1.953 -0.406 -0.239
C 0.798 -3.147 -0.449 -0.292
C 1.363 -4.422 -0.571 -0.031
C 0.589 -5.570 -0.650 -0.070
C -0.795 -5.484 -0.611 -0.073
C -1.390 -4.237 -0.484 -0.011
C -0.597 -3.116 -0.392 -0.190
O -1.188 -1.819 -0.274 -0.133
C -2.494 -1.720 0.229 -0.307
C -3.456 -1.181 -0.598 -0.007
C -4.743 -1.011 -0.100 -0.061
C -5.040 -1.388 1.202 -0.067
C -4.051 -1.937 2.012 -0.051
C -2.762 -2.104 1.529 -0.019
H 4.620 0.210 -0.460 0.057
H 3.096 0.528 0.290 -0.021
H 3.211 0.425 -1.498 0.037
H 5.074 -2.250 -2.126 0.043
H 3.520 -2.162 -2.970 0.041
H 3.992 -3.644 -2.133 0.032
H 5.167 -2.318 0.993 0.040
H 4.069 -3.700 0.958 0.035
H 3.633 -2.262 1.883 0.022
H 2.443 -4.509 -0.611 0.086
H 1.072 -6.533 -0.743 0.111
H -1.412 -6.369 -0.681 0.109
H -2.468 -4.146 -0.454 0.126
H -3.204 -0.917 -1.618 0.125
H -5.512 -0.592 -0.736 0.112
H -6.044 -1.263 1.585 0.111
H -4.280 -2.233 3.028 0.115
H -1.979 -2.531 2.144 0.134
C 0.093 0.129 2.534 -0.368
Si 0.752 1.826 2.882 0.559
C 0.015 2.941 1.529 -0.208
N 0.094 2.367 0.139 -0.288
C -1.135 2.650 -0.645 -0.201
C -1.294 4.120 -1.004 -0.171
C -0.085 4.589 -1.811 -0.183
C 1.193 4.332 -1.015 -0.168
C 1.285 2.867 -0.600 -0.207
C 0.366 2.488 4.568 -0.246
C 1.342 2.466 5.568 -0.084
C 1.040 2.869 6.863 -0.074
C -0.240 3.306 7.173 -0.077
C -1.220 3.341 6.190 -0.081
C -0.918 2.932 4.899 -0.098
C 2.607 1.762 2.654 -0.288
C 3.309 0.573 2.885 -0.122
C 4.695 0.521 2.787 -0.080
C 5.405 1.663 2.449 -0.067
C 4.731 2.859 2.220 -0.063
C 3.349 2.907 2.326 -0.099
H -0.987 0.108 2.746 0.004
H 0.559 -0.614 3.191 0.004
H 0.441 3.948 1.559 0.085
H -1.043 3.067 1.781 0.088
H -1.991 2.281 -0.080 0.121
H -1.075 2.067 -1.574 0.122
H -1.377 4.710 -0.086 0.118
H -2.226 4.255 -1.555 0.121
H -0.174 5.643 -2.074 0.117
H -0.042 4.028 -2.752 0.119
H 1.212 4.975 -0.130 0.111
H 2.082 4.576 -1.598 0.123
H 2.167 2.698 0.019 0.093
H 1.385 2.259 -1.508 0.118
H 2.350 2.138 5.336 0.099
H 1.806 2.846 7.628 0.107
H -0.474 3.622 8.182 0.107
H -2.219 3.684 6.430 0.106
H -1.701 2.958 4.146 0.096
H 2.768 -0.327 3.160 0.092
H 5.218 -0.409 2.976 0.108
H 6.485 1.628 2.375 0.111
H 5.286 3.754 1.967 0.110
H 2.841 3.853 2.159 0.107
```


No. 5
Density functional theory data (wB97M-V/def2-TZVPD) for C34H43AsBF4N3PV as an isolated structure.

Summary:
**Frontier orbital gap (alpha / beta)**: 8.0 / 7.5 eV
**LUMO energy (alpha / beta)**: -2.41 / -2.26 eV
**Energy relative to the best compared isomer or geometry (same formula, charge and spin)**: 3.6 kcal per mole
**Total charge**: +1
**2S+1**: 2

```
88
Properties=species:S:1:pos:R:3:lowdin_spin:R:1
V 1.110 1.971 0.240 0.943
N 1.166 2.136 2.373 -0.001
C 2.499 2.598 2.879 0.001
C 3.572 1.543 2.654 0.000
C 3.867 1.243 1.190 0.007
N 2.693 0.586 0.523 0.011
H 0.487 2.863 2.594 0.000
H 0.882 1.323 2.907 0.000
H 2.447 2.840 3.939 0.000
H 2.752 3.513 2.350 0.000
H 3.298 0.612 3.168 0.000
H 4.492 1.893 3.122 0.000
H 4.746 0.606 1.119 0.001
H 4.081 2.168 0.654 0.000
H 2.454 -0.254 1.042 0.003
H 2.957 0.268 -0.403 0.001
C 2.196 4.376 -3.944 0.000
C 2.142 2.838 -4.050 -0.001
C 1.070 2.404 -5.060 0.000
C 3.515 2.270 -4.434 0.000
C 1.792 2.326 -2.714 -0.004
N 1.508 1.931 -1.672 -0.002
H 2.462 4.782 -4.922 0.000
H 2.943 4.697 -3.216 0.000
H 1.230 4.787 -3.647 0.000
H 1.324 2.822 -6.036 0.000
H 0.085 2.772 -4.769 0.000
H 1.023 1.317 -5.142 0.000
H 3.801 2.696 -5.396 0.000
H 3.481 1.184 -4.533 0.000
H 4.277 2.537 -3.699 0.000
C -0.519 -1.188 0.921 0.009
C -0.481 -1.092 2.443 0.000
As -0.575 -2.821 3.423 0.000
C -2.281 -3.447 2.722 0.000
C -3.302 -2.569 2.373 0.000
C -4.537 -3.054 1.956 0.000
C -4.764 -4.421 1.894 0.000
C -3.755 -5.305 2.263 0.000
C -2.523 -4.820 2.678 0.000
C 0.675 -3.813 2.283 0.000
C 1.973 -3.960 2.773 0.000
C 2.953 -4.597 2.019 0.000
C 2.642 -5.103 0.765 0.000
C 1.348 -4.970 0.270 0.000
C 0.371 -4.330 1.023 0.000
P -0.671 0.443 0.081 0.015
C -2.317 1.001 0.647 -0.001
C -3.475 0.302 0.296 0.000
C -4.712 0.710 0.770 0.000
C -4.809 1.818 1.607 0.000
C -3.666 2.515 1.966 0.000
C -2.429 2.109 1.482 -0.001
C -0.993 -0.063 -1.655 -0.001
C -1.743 0.764 -2.495 -0.001
C -1.964 0.410 -3.819 0.000
C -1.428 -0.767 -4.328 -0.001
C -0.657 -1.580 -3.510 0.000
C -0.441 -1.230 -2.180 -0.001
H -1.357 -1.799 0.580 0.001
H 0.395 -1.664 0.565 0.000
H -1.293 -0.470 2.826 0.000
H 0.455 -0.646 2.788 0.000
H -3.151 -1.495 2.427 0.000
H -5.324 -2.358 1.688 0.000
H -5.725 -4.798 1.569 0.000
H -3.931 -6.373 2.232 0.000
H -1.747 -5.518 2.969 0.000
H 2.217 -3.585 3.761 0.000
H 3.953 -4.717 2.421 0.000
H 3.398 -5.612 0.180 0.000
H 1.094 -5.376 -0.704 0.000
H -0.634 -4.251 0.627 0.000
H -3.412 -0.569 -0.347 0.000
H -5.605 0.169 0.482 0.000
H -5.777 2.137 1.972 0.000
H -3.736 3.382 2.611 0.000
H -1.549 2.686 1.737 0.000
H -2.164 1.686 -2.109 0.000
H -2.566 1.051 -4.454 0.000
H -1.612 -1.050 -5.358 0.000
H -0.233 -2.498 -3.900 0.000
H 0.153 -1.887 -1.554 0.000
F 0.599 4.811 1.624 0.000
B 0.774 4.680 0.244 0.002
F -0.154 3.605 -0.191 0.011
F 0.595 5.811 -0.475 0.000
F 2.065 4.058 0.000 0.007
```


| no. | E (a.u.) |
| --- | --- |
| 1 | -5805.7042 |
| 2 | -4769.9082 |
| 3 | -1655.7956 |
| 4 | -2122.7884 |
| 5 | -5431.1994 |